Entry 1:
7
Properties=species:S:1:pos:R:3 method="wB97M-V/def2-TZVPD" max_force_ha_per_bohr=0.0836 e_tot_ha=-1504.6254 charge=0 gap_ev=5.7 relative_energy_kcal_mol=47.4
C -0.13364 0.04923 1.09674
C -1.11162 -0.75884 0.59558
O 0.73006 0.75802 1.52267
Cl 1.41032 0.23584 -1.40866
I 0.53198 -1.02212 -3.61163
I -1.56936 -2.52094 1.72199
I -2.85291 0.55280 0.19653

Entry 2:
90
Properties=species:S:1:pos:R:3 method="wB97M-V/def2-TZVPD" max_force_ha_per_bohr=0.3065 e_tot_ha=-1863.5899 charge=+1 gap_ev=9.9 relative_energy_kcal_mol=83.2
C 3.39488 -2.53171 -1.13253
C 2.26188 -2.14371 -0.33653
C 1.58088 -0.67671 -0.44353
C 0.37988 -0.63071 0.55047
N -0.34012 0.70129 0.42147
C -0.91212 0.89429 -0.92053
C 0.00488 1.96429 -1.60253
C 0.36388 2.86429 -0.39853
C 0.42788 1.91129 0.85847
C -1.63012 0.50429 1.26647
C -1.29012 0.23329 2.77847
C -2.60812 -0.18671 3.49647
H 4.23688 -2.39971 -0.65353
H 3.37688 -1.93571 -1.99853
H 3.26688 -3.56171 -1.44653
H 2.59488 -2.43171 0.76247
H 1.47888 -2.80971 -0.61553
H 1.52488 -0.56571 -1.53753
H 2.31888 -0.04071 -0.01653
H 0.75988 -0.75871 1.57047
H -0.27412 -1.47071 0.27747
H -1.89412 0.92729 -1.07253
H -0.68112 0.00329 -1.49853
H -0.70412 2.27829 -2.38353
H 0.92088 1.56429 -2.08753
H -0.60512 3.33829 -0.34753
H 1.08288 3.71729 -0.42953
H -0.09112 2.51629 1.61847
H 1.41888 1.77929 1.20847
H -2.13112 -0.32171 1.16347
H -2.30412 1.51629 1.33847
H -1.05012 1.11429 3.24947
H -0.58612 -0.38271 3.13447
H -2.35712 -0.07971 4.58847
H -2.91212 -1.26071 3.14647
H -3.44512 0.66229 3.34147
O -1.85812 -3.95371 3.43747
H -2.38512 -3.56671 2.97947
H -1.54512 -3.27371 3.99747
O -2.41012 -2.64471 -1.52353
H -2.49512 -1.83971 -1.96853
H -1.89712 -3.09571 -2.12453
O 3.61688 3.01229 -1.61453
H 4.11188 3.46429 -0.81953
H 3.88188 2.02829 -1.73653
O 4.49488 1.06229 1.21447
H 4.59188 0.49629 1.77647
H 5.41688 1.15929 0.83047
O 2.87688 2.81329 2.57647
H 3.68788 2.56529 2.09347
H 2.64288 2.07829 3.10047
O -3.06812 -3.46571 1.01347
H -2.66312 -3.05871 0.24647
H -3.37212 -4.27771 0.89247
O -0.47312 2.21929 -5.44853
H -1.26512 2.64629 -4.97353
H -1.03212 1.58129 -6.07453
O 1.65388 5.65629 1.24347
H 2.35188 4.90829 1.40047
H 0.86988 5.49729 1.83447
O -2.56312 3.43229 -4.00953
H -3.31712 3.76729 -4.55153
H -2.24612 4.15029 -3.43753
O 1.50588 -5.93871 -0.03253
H 0.91488 -5.41471 0.65647
H 2.44788 -5.74671 0.06547
O 0.22088 -3.83571 1.67247
H 0.99888 -3.88071 2.24347
H -0.34712 -4.07771 2.34047
O -4.38412 1.30929 -0.71053
H -5.36912 1.52729 -1.13953
H -4.27812 0.49029 -0.30053
O -3.46612 -0.47971 -2.94253
H -3.54312 -0.45271 -3.86753
H -4.08012 0.14729 -2.60053
O 2.57588 4.17029 -4.07253
H 1.62588 4.50029 -3.96353
H 2.48188 3.50729 -3.32753
O -5.87012 1.03729 4.94147
H -5.12912 1.55829 4.72947
H -6.38412 1.60629 4.23147
O -1.01912 -1.90171 6.34747
H -0.54912 -2.62271 6.51247
H -0.95812 -1.35171 7.22847
O 1.27488 0.02729 -4.38853
H 0.69188 0.59929 -4.83353
H 0.72988 -0.88571 -4.26053
O 5.40888 -3.87671 -3.98053
H 5.27488 -4.42471 -3.28253
H 6.03988 -3.25371 -3.47053

Entry 3:
237
Properties=species:S:1:pos:R:3 method="wB97M-V/def2-TZVPD" max_force_ha_per_bohr=0.0711 e_tot_ha=-4317.3761 charge=0 gap_ev=9.2 relative_energy_kcal_mol=36.7
C -3.80086 3.33098 -0.38252
O -2.41356 3.51043 -0.63801
C -1.82785 4.65791 -1.32432
C -0.59684 4.18221 -2.08454
N -0.80885 2.96474 -2.81332
C 0.30185 2.57482 -3.64785
C 0.08840 2.85079 -5.13752
O 0.28937 4.20633 -5.29719
C 0.42085 4.68509 -6.57941
H -4.32392 4.14215 0.08087
H -3.88798 2.49685 0.28212
H -4.31306 3.05385 -1.30938
H -1.47530 5.49902 -0.64003
H -2.53758 5.06698 -2.06119
H 0.30405 4.12133 -1.33647
H -0.35818 4.99749 -2.80802
H -0.97494 2.21188 -2.14182
H 0.46494 1.51453 -3.54376
H 1.17630 3.10315 -3.39433
H -0.88264 2.58063 -5.55312
H 0.82746 2.26291 -5.65792
H 0.05978 5.72872 -6.65146
H -0.33693 4.13962 -7.20572
H 1.47069 4.60088 -7.00767
C -4.56906 -4.07705 -2.24914
O -3.30574 -4.43752 -1.66653
C -2.37963 -5.00377 -2.56303
C -1.10921 -5.25226 -1.81125
N 0.06742 -5.51915 -2.60135
C 1.14273 -6.32949 -1.89068
C 2.41381 -6.05223 -2.64178
O 3.64661 -6.59578 -2.10568
C 4.16152 -5.94036 -0.98953
H -5.20379 -3.66515 -1.43462
H -4.99680 -4.98829 -2.54832
H -4.35783 -3.25844 -2.96044
H -2.22012 -4.25522 -3.34317
H -2.73136 -5.96026 -2.95960
H -1.43977 -6.18322 -1.16560
H -0.94197 -4.50181 -1.03357
H 0.42208 -4.59839 -2.90986
H 0.82956 -7.35371 -1.89132
H 1.27223 -5.95713 -0.89331
H 2.66472 -4.96934 -2.77311
H 2.35449 -6.44214 -3.63133
H 4.29027 -4.82521 -1.01836
H 5.15764 -6.44575 -0.94294
H 3.57675 -6.14775 -0.08247
C 0.56756 2.22609 6.54935
O 0.81684 0.80057 6.56371
C 0.16787 0.15760 7.61699
C 0.28749 -1.31976 7.32937
N -0.31622 -1.63171 5.95686
C -1.76129 -1.52043 5.85576
C -2.22330 -1.76232 4.42113
O -1.65522 -0.88752 3.41062
C -2.09576 0.39462 3.52951
H 0.68736 2.61890 7.54061
H -0.38081 2.55245 6.17118
H 1.30286 2.67690 5.94870
H -0.83230 0.56731 7.69034
H 0.64412 0.37905 8.62134
H -0.27984 -1.94726 8.08864
H 1.30793 -1.81826 7.35158
H 0.02291 -0.94492 5.30891
H -2.15888 -0.54459 6.07908
H -2.37195 -2.30004 6.34587
H -3.32344 -1.73885 4.33841
H -1.94330 -2.76693 4.08104
H -3.07216 0.61016 3.11990
H -1.33028 1.02977 3.10888
H -2.21218 0.79659 4.55246
C -3.51808 -2.39036 1.37012
O -4.80963 -2.11510 1.88068
C -5.44815 -0.86919 1.30835
C -6.42084 -0.27454 2.28077
N -5.78676 0.11252 3.49651
C -6.81645 0.61509 4.43369
C -6.14701 0.78586 5.80665
O -5.80469 -0.50532 6.43446
C -6.89001 -1.26948 6.87354
H -3.20020 -3.20884 2.02330
H -2.82235 -1.57531 1.57330
H -3.57311 -2.76054 0.34698
H -5.81754 -1.05633 0.33138
H -4.58936 -0.19052 1.12057
H -7.33432 -0.90958 2.49140
H -6.87670 0.60992 1.88296
H -5.34901 -0.64194 3.94761
H -7.69904 -0.12540 4.50178
H -7.11135 1.60567 4.15264
H -6.70162 1.41655 6.52234
H -5.17268 1.30657 5.63708
H -7.73095 -0.55706 7.05145
H -6.53696 -1.61689 7.86563
H -7.20735 -2.12537 6.25911
C -4.12150 2.23796 8.15975
O -4.02905 3.22696 7.14697
C -2.73155 3.76951 7.06842
C -2.56063 4.42835 5.70219
N -2.82974 3.38187 4.70380
C -2.69939 3.76160 3.31273
C -1.25799 4.06239 2.98294
O -1.15904 5.50135 3.26516
C 0.09505 5.98785 2.89195
H -5.13093 2.32970 8.51433
H -3.39734 2.46584 8.94809
H -3.93593 1.21007 7.81262
H -2.03457 2.95148 7.10615
H -2.52432 4.49235 7.92489
H -1.51371 4.75214 5.62008
H -3.22136 5.29025 5.48810
H -3.72820 3.02236 4.85435
H -3.23847 4.66664 3.05104
H -3.18017 2.95603 2.71487
H -1.04875 3.88104 1.90274
H -0.57951 3.48960 3.69896
H 0.32798 5.61047 1.84119
H 0.84018 5.69236 3.65064
H 0.04647 7.05940 2.82909
C 11.99684 1.92872 2.44962
O 10.91229 1.90943 1.54331
C 10.21216 0.64042 1.53191
C 8.91780 0.87237 0.84247
N 7.99245 -0.23755 1.29996
C 6.55610 0.12386 1.13850
C 5.69247 -0.95832 1.66524
O 5.75956 -1.02953 3.06543
C 4.72531 -1.71380 3.69154
H 12.36782 2.93967 2.48196
H 12.81317 1.20461 2.05479
H 11.76080 1.47446 3.46072
H 9.99903 0.35583 2.55140
H 10.79634 -0.09546 1.05635
H 8.95678 0.76528 -0.24608
H 8.56342 1.90646 1.09772
H 8.17720 -0.39677 2.27434
H 6.24908 0.30913 0.13320
H 6.25301 0.99772 1.73134
H 6.03221 -1.96476 1.29034
H 4.68866 -0.76933 1.29518
H 4.83311 -2.80843 3.50795
H 3.68859 -1.36134 3.45578
H 4.93090 -1.59849 4.73281
C 5.58325 2.01760 -1.86924
O 4.58239 1.74744 -0.87724
C 3.32884 1.85792 -1.43542
C 2.21029 1.67560 -0.39168
N 2.34363 2.72903 0.64345
C 1.48425 2.27371 1.76276
C 1.85005 0.90515 2.29684
O 3.22517 0.84376 2.54056
C 3.67835 1.72818 3.54208
H 5.38358 2.97501 -2.26305
H 5.61086 1.26488 -2.67867
H 6.49434 2.03713 -1.33288
H 3.31008 1.04401 -2.18713
H 3.27756 2.82424 -1.91121
H 2.20318 0.69954 -0.01897
H 1.24246 1.81905 -0.82218
H 3.27985 2.85156 0.94634
H 0.48435 2.24337 1.35883
H 1.38535 2.98757 2.50937
H 1.49888 0.13591 1.63384
H 1.33430 0.76906 3.25580
H 3.62183 2.81149 3.25790
H 4.72036 1.52398 3.74125
H 3.02351 1.67288 4.45566
C -1.52288 0.27979 -0.15787
O -1.02539 0.14849 -1.48578
C -1.35776 -1.07116 -2.09826
C -0.55686 -1.33499 -3.33019
N 0.81860 -1.41101 -2.86794
C 1.75686 -1.49447 -3.92300
C 3.07302 -2.01406 -3.45977
O 3.73675 -1.09879 -2.59870
C 5.14156 -1.45076 -2.37751
H -1.01452 -0.40205 0.51295
H -2.61183 0.04479 -0.01889
H -1.35281 1.29042 0.15809
H -2.42357 -1.16321 -2.27095
H -1.14060 -1.88613 -1.38526
H -0.74061 -0.48310 -3.95114
H -0.78825 -2.27484 -3.77558
H 1.06444 -0.56089 -2.39966
H 1.85969 -0.61711 -4.57407
H 1.39128 -2.21970 -4.66299
H 3.69549 -2.27102 -4.32952
H 2.92918 -2.94839 -2.89351
H 5.55855 -0.74240 -1.65015
H 5.62611 -1.34663 -3.33797
H 5.22941 -2.36845 -1.86317
C -0.05428 0.39574 -8.29048
C 0.06524 -0.96093 -8.91762
O 1.03156 -1.78626 -8.18720
H 0.78217 0.98573 -8.61460
H -0.03217 0.41215 -7.23056
H -1.02120 0.80532 -8.62096
H 0.49851 -0.93542 -9.85269
H -0.91448 -1.47033 -8.96198
H 0.55058 -2.18283 -7.46392
C 2.09656 -2.66025 1.68870
C 1.33660 -2.19725 0.41493
O 1.49016 -3.19234 -0.58198
H 1.44366 -2.30391 2.54422
H 3.09576 -2.24253 1.80645
H 2.17097 -3.75079 1.74948
H 1.75538 -1.29712 0.09141
H 0.27125 -2.02899 0.59153
H 1.29911 -2.75667 -1.41730
C -1.42464 -5.25557 -6.97755
C -0.31033 -4.37993 -6.44739
O -0.66358 -3.02659 -6.41453
H -1.24261 -6.27104 -6.66216
H -1.46706 -5.17695 -8.06116
H -2.47810 -5.02483 -6.65878
H 0.58332 -4.48192 -7.17762
H 0.05896 -4.74792 -5.53351
H -1.47289 -2.88676 -6.91813
C -3.50141 -1.44730 -5.52939
C -3.17805 -1.10219 -6.96718
O -3.08150 -2.29189 -7.73293
H -4.32150 -2.10861 -5.44366
H -3.83116 -0.57866 -5.01733
H -2.63473 -1.95238 -4.96307
H -2.22126 -0.61108 -7.02554
H -3.94706 -0.42332 -7.31100
H -3.79434 -2.89837 -7.56166
C -3.80525 3.49438 -5.65741
C -4.27159 2.84286 -4.34871
O -3.34061 1.97423 -3.71964
H -4.59006 3.88836 -6.21610
H -3.28814 2.77220 -6.26562
H -3.16985 4.24674 -5.36804
H -5.14974 2.14107 -4.56924
H -4.60274 3.58140 -3.63638
H -2.57828 2.51492 -3.48954

Record-wise E_LUMO values, in eV: -3.194, -2.564, 0.485